1 | {
  "formula": "C4H7F",
  "method": "the ωB97M-V functional and the def2-TZVPD basis",
  "total_charge": 0,
  "orbital_gap_ev": 10.5,
  "smiles": "CC/C=C/F",
  "molar_mass_da": 74.10,
  "elements": ["C", "C", "C", "C", "H", "H", "H", "H", "H", "H", "H", "F"],
  "xyz": [[2.169, 0.961, -0.106], [1.206, 0.089, 0.662], [-0.209, 0.141, 0.202], [-1.095, -0.804, -0.195], [3.202, 0.920, 0.257], [2.204, 0.531, -1.142], [1.824, 1.979, -0.105], [1.254, 0.460, 1.704], [1.621, -0.973, 0.678], [-0.712, 1.171, 0.321], [-0.892, -1.873, -0.292], [-2.324, -0.505, -0.533]],
  "nbo_charge": [-0.594, -0.432, -0.283, 0.236, 0.213, 0.203, 0.205, 0.210, 0.205, 0.203, 0.160, -0.324]
}

2 | {
  "formula": "C4H7F",
  "method": "the ωB97M-V functional and the def2-TZVPD basis",
  "total_charge": 0,
  "orbital_gap_ev": 10.7,
  "smiles": "C/C=C/CF",
  "molar_mass_da": 74.10,
  "elements": ["C", "C", "C", "C", "H", "H", "H", "H", "H", "H", "H", "F"],
  "xyz": [[-1.920, -0.295, -0.177], [-0.637, 0.234, -0.282], [0.453, -0.194, 0.429], [1.806, 0.350, 0.111], [-1.731, -1.423, 0.148], [-2.703, 0.169, 0.663], [-2.408, -0.456, -1.119], [-0.125, 1.131, -0.923], [0.641, -1.174, 1.114], [2.314, 0.984, 0.978], [1.707, 1.299, -0.527], [2.604, -0.626, -0.415]],
  "nbo_charge": [-0.663, -0.187, -0.236, 0.011, 0.225, 0.235, 0.231, 0.210, 0.208, 0.163, 0.153, -0.352]
}

Quick one: least stable of them? 2

1 | {
  "formula": "C5H9I",
  "method": "the ωB97M-V functional and the def2-TZVPD basis",
  "total_charge": 0,
  "orbital_gap_ev": [7.5, 7.3],
  "molar_mass_da": 196.03,
  "elements": ["C", "C", "C", "C", "C", "I", "H", "H", "H", "H", "H", "H", "H", "H", "H"],
  "xyz": [[0.133, -0.787, 0.060], [0.551, 1.289, 1.305], [-0.292, -2.086, 0.701], [-0.374, -0.553, -1.326], [0.167, 2.518, 0.564], [2.007, 0.059, 0.334], [-0.276, -2.845, -0.137], [0.471, -2.493, 1.290], [-1.170, -2.147, 1.285], [-0.178, 0.533, -1.645], [0.171, -1.127, -2.086], [-1.393, -0.860, -1.375], [0.186, 3.309, 1.316], [0.842, 2.725, -0.334], [-0.844, 2.468, 0.048]],
  "nbo_charge": [-0.205, -0.217, -0.671, -0.681, -0.820, 0.603, 0.199, 0.222, 0.232, 0.210, 0.201, 0.224, 0.258, 0.204, 0.240]
}

2 | {
  "formula": "C5H9I",
  "method": "the ωB97M-V functional and the def2-TZVPD basis",
  "total_charge": 0,
  "orbital_gap_ev": 8.8,
  "smiles": "C=CC[C@@H](C)I",
  "molar_mass_da": 196.03,
  "elements": ["C", "C", "C", "C", "C", "I", "H", "H", "H", "H", "H", "H", "H", "H", "H"],
  "xyz": [[2.125, 1.134, -0.911], [0.984, 0.983, -0.650], [-2.081, -0.087, 0.217], [0.599, -0.437, 0.041], [-0.807, -0.629, 0.702], [-0.853, -3.102, 1.068], [2.757, 1.991, -1.330], [2.757, 0.234, -0.620], [0.023, 1.715, -0.705], [-2.628, 0.504, 0.924], [-1.691, 0.545, -0.604], [-2.860, -0.761, -0.180], [1.315, -0.424, 0.989], [0.920, -1.187, -0.693], [-0.559, -0.478, 1.753]],
  "nbo_charge": [-0.406, -0.174, -0.703, -0.491, -0.068, -0.146, 0.221, 0.189, 0.194, 0.235, 0.224, 0.256, 0.222, 0.238, 0.208]
}

Quick one: least stable of them? 1

1 | {
  "formula": "C3H3ClN2",
  "method": "the ωB97M-V functional and the def2-TZVPD basis",
  "total_charge": 0,
  "orbital_gap_ev": 11.2,
  "smiles": "ClC1=NCN=C1",
  "molar_mass_da": 102.52,
  "elements": ["C", "C", "C", "N", "N", "Cl", "H", "H", "H"],
  "xyz": [[0.844, 1.196, 0.014], [1.853, -0.049, 0.007], [-0.224, -0.717, 0.013], [-0.322, 0.716, 0.022], [1.154, -1.107, 0.020], [3.528, 0.032, -0.004], [1.093, 2.237, 0.007], [-0.745, -1.138, 0.875], [-0.715, -1.107, -0.888]],
  "nbo_charge": [0.033, 0.119, -0.130, -0.364, -0.399, 0.073, 0.209, 0.229, 0.230]
}

2 | {
  "formula": "C3H3ClN2",
  "method": "the ωB97M-V functional and the def2-TZVPD basis",
  "total_charge": 0,
  "orbital_gap_ev": 9.6,
  "smiles": "N=C=CCl.C#N",
  "molar_mass_da": 102.52,
  "elements": ["C", "C", "C", "N", "N", "Cl", "H", "H", "H"],
  "xyz": [[1.069, -0.211, -0.522], [-1.835, -0.084, 1.555], [0.931, 0.581, -1.545], [1.192, -1.105, 0.282], [-1.597, -0.563, 2.561], [-0.653, 0.915, -2.189], [-2.038, 0.354, 0.611], [1.749, 1.074, -2.037], [1.181, -0.961, 1.285]],
  "nbo_charge": [0.393, 0.076, -0.450, -0.582, -0.317, -0.007, 0.237, 0.251, 0.399]
}

Quick one: least stable of them? 2

1 | {
  "formula": "C2H10N2O2",
  "method": "the ωB97M-V functional and the def2-TZVPD basis",
  "total_charge": 0,
  "orbital_gap_ev": 8.0,
  "smiles": "N/C=C/N.O.O",
  "molar_mass_da": 94.11,
  "elements": ["C", "C", "N", "N", "H", "H", "H", "H", "H", "H", "H", "H", "O", "H", "H", "O"],
  "xyz": [[-1.081, 0.062, -0.828], [-0.617, 0.753, 0.242], [0.718, 0.876, 0.643], [-2.423, -0.007, -1.296], [-0.442, -0.542, -1.436], [-1.344, 1.096, 0.893], [1.418, 0.961, -0.079], [0.748, 1.695, 1.219], [-2.522, -0.621, -2.103], [-3.133, 0.663, -1.065], [0.175, -0.692, 2.307], [-0.070, -1.743, 1.242], [0.108, -1.643, 2.183], [3.420, -0.198, -0.823], [1.888, -0.351, -0.819], [2.608, 0.221, -1.111]],
  "nbo_charge": [-0.078, -0.123, -0.863, -0.850, 0.166, 0.182, 0.397, 0.371, 0.386, 0.391, 0.476, 0.466, -0.946, 0.485, 0.475, -0.936]
}

2 | {
  "formula": "C2H10N2O2",
  "method": "the ωB97M-V functional and the def2-TZVPD basis",
  "total_charge": 0,
  "orbital_gap_ev": 3.7,
  "molar_mass_da": 94.11,
  "elements": ["C", "C", "N", "N", "H", "H", "H", "H", "H", "H", "H", "H", "O", "H", "H", "O"],
  "xyz": [[-0.822, -0.840, -1.246], [-1.497, 0.422, -0.961], [-1.013, 1.108, 0.120], [0.182, -0.531, -2.442], [-0.083, -1.152, -0.507], [-2.588, 0.341, -0.918], [-0.510, 1.889, -0.332], [-0.397, 0.490, 0.678], [-0.055, 0.451, -2.571], [-1.492, -1.636, -1.556], [1.403, 0.015, 1.895], [0.508, -0.399, 3.761], [0.403, -0.361, 2.809], [-0.220, -0.988, -3.254], [2.953, 0.221, 1.329], [2.033, 0.210, 1.067]],
  "nbo_charge": [-0.371, 0.271, -0.703, -0.685, 0.280, 0.240, 0.434, 0.467, 0.335, 0.220, 0.502, 0.441, -1.171, 0.360, 0.459, -1.079]
}

3 | {
  "formula": "C2H10N2O2",
  "method": "the ωB97M-V functional and the def2-TZVPD basis",
  "total_charge": 0,
  "orbital_gap_ev": 10.2,
  "smiles": "C/N=C\\N.O.O",
  "molar_mass_da": 94.11,
  "elements": ["C", "N", "C", "N", "H", "H", "H", "H", "H", "H", "H", "H", "O", "H", "H", "O"],
  "xyz": [[-2.258, -1.007, 0.673], [-0.561, -1.622, -1.536], [-0.242, -0.739, -0.526], [-1.027, -0.221, 0.343], [-2.923, -1.048, -0.193], [-1.867, -1.955, 1.038], [-2.804, -0.501, 1.462], [0.176, -2.148, -1.947], [-1.488, -1.972, -1.454], [0.779, -0.378, -0.544], [0.643, 2.105, 1.899], [0.191, 1.305, 0.666], [0.926, 1.826, 1.020], [4.032, 2.330, 0.181], [2.744, 2.097, -0.461], [3.680, 1.928, -0.622]],
  "nbo_charge": [-0.454, -0.820, 0.285, -0.549, 0.177, 0.200, 0.212, 0.400, 0.388, 0.178, 0.472, 0.498, -0.988, 0.462, 0.483, -0.945]
}

Quick one: least stable of them? 2

1 | {
  "formula": "C2H4S3",
  "method": "the ωB97M-V functional and the def2-TZVPD basis",
  "total_charge": 0,
  "orbital_gap_ev": 8.5,
  "molar_mass_da": 124.26,
  "elements": ["C", "C", "S", "S", "S", "H", "H", "H", "H"],
  "xyz": [[0.517, 0.159, 0.084], [-1.170, -0.790, 0.127], [1.694, -0.464, -0.967], [1.835, -0.584, 1.049], [0.120, 1.909, 0.078], [-1.604, 0.101, 0.364], [-1.130, -1.467, 0.903], [-1.280, -1.075, -0.899], [1.018, 2.210, -0.740]],
  "nbo_charge": [-0.541, -0.503, 0.160, 0.108, 0.048, 0.194, 0.207, 0.214, 0.114]
}

2 | {
  "formula": "C2H4S3",
  "method": "the ωB97M-V functional and the def2-TZVPD basis",
  "total_charge": 0,
  "orbital_gap_ev": 9.8,
  "smiles": "S[C@H]1S[C@@H]1S",
  "molar_mass_da": 124.26,
  "elements": ["C", "C", "S", "S", "S", "H", "H", "H", "H"],
  "xyz": [[0.509, -0.302, -0.432], [-0.608, -0.164, 0.412], [-0.146, -1.862, 0.161], [2.041, 0.531, 0.103], [-2.289, 0.482, -0.037], [0.562, -0.236, -1.455], [-0.338, 0.174, 1.368], [2.625, -0.024, -1.011], [-2.356, 1.400, 0.892]],
  "nbo_charge": [-0.436, -0.435, 0.165, -0.009, -0.004, 0.234, 0.229, 0.133, 0.123]
}

3 | {
  "formula": "C2H4S3",
  "method": "the ωB97M-V functional and the def2-TZVPD basis",
  "total_charge": 0,
  "orbital_gap_ev": 7.6,
  "molar_mass_da": 124.26,
  "elements": ["C", "C", "S", "S", "S", "H", "H", "H", "H"],
  "xyz": [[1.285, 0.303, 1.017], [-1.247, -0.651, -1.342], [-0.081, -0.835, 0.264], [2.525, -0.653, 1.768], [0.570, 1.809, 0.692], [-1.752, 0.230, -1.205], [-1.397, -1.610, -0.849], [-0.754, -0.994, -2.206], [0.851, 2.401, 1.861]],
  "nbo_charge": [-0.453, -0.603, 0.040, 0.045, 0.154, 0.225, 0.235, 0.221, 0.135]
}

Quick one: least stable of them? 3

1 | {
  "formula": "C4H6BrF",
  "method": "the ωB97M-V functional and the def2-TZVPD basis",
  "total_charge": 0,
  "orbital_gap_ev": [9.6, 7.6],
  "molar_mass_da": 152.99,
  "elements": ["C", "C", "C", "C", "F", "Br", "H", "H", "H", "H", "H", "H"],
  "xyz": [[-1.376, -0.613, -0.318], [-1.843, -1.703, 0.194], [1.275, 1.562, -0.287], [1.165, 0.308, 0.480], [-3.100, -2.181, -0.099], [2.239, -1.148, 0.067], [-1.732, 0.121, -1.006], [-1.350, -2.363, 0.891], [2.033, 2.217, 0.162], [0.331, 2.100, -0.257], [1.560, 1.376, -1.321], [0.800, 0.322, 1.493]],
  "nbo_charge": [-0.183, 0.099, -0.702, -0.203, -0.351, 0.087, 0.185, 0.179, 0.227, 0.234, 0.229, 0.199]
}

2 | {
  "formula": "C4H6BrF",
  "method": "the ωB97M-V functional and the def2-TZVPD basis",
  "total_charge": 0,
  "orbital_gap_ev": 9.2,
  "molar_mass_da": 152.99,
  "elements": ["C", "C", "C", "C", "F", "Br", "H", "H", "H", "H", "H", "H"],
  "xyz": [[-0.157, 0.232, -0.166], [1.068, 0.201, 0.225], [-2.975, 0.517, 0.952], [2.194, -0.642, -0.366], [-3.130, 1.802, 0.838], [-3.892, -0.328, -0.474], [-1.035, 0.475, 0.440], [-0.407, -0.271, -1.147], [1.265, 0.661, 1.247], [2.513, -1.211, 0.470], [2.986, -0.148, -0.917], [1.569, -1.288, -1.102]],
  "nbo_charge": [-0.398, -0.162, 0.300, -0.639, -0.319, 0.021, 0.183, 0.177, 0.187, 0.221, 0.223, 0.206]
}

Quick one: least stable of them? 1

1 | {
  "formula": "C7H12NP",
  "method": "the ωB97M-V functional and the def2-TZVPD basis",
  "total_charge": 0,
  "orbital_gap_ev": 7.9,
  "smiles": "CC[P@@]1(N)=CC=CC=C1",
  "molar_mass_da": 141.15,
  "elements": ["C", "C", "C", "C", "C", "C", "C", "N", "P", "H", "H", "H", "H", "H", "H", "H", "H", "H", "H", "H", "H"],
  "xyz": [[2.702, 0.442, 0.260], [2.350, -0.924, 0.465], [1.901, 1.321, -0.365], [0.578, 1.089, -0.771], [1.086, -1.369, 0.289], [-2.206, 0.900, 0.917], [-1.732, -0.550, 0.653], [-0.733, -1.085, -1.901], [-0.183, -0.451, -0.483], [3.684, 0.648, 0.604], [2.987, -1.450, 1.173], [2.285, 2.257, -0.698], [0.095, 1.846, -1.166], [0.709, -2.280, 0.700], [-1.373, 1.484, 1.110], [-2.825, 1.466, 0.216], [-2.914, 0.963, 1.746], [-2.726, -1.136, 0.312], [-1.464, -1.004, 1.578], [-0.654, -0.612, -2.735], [-1.567, -1.554, -1.903]],
  "nbo_charge": [-0.362, -0.125, -0.126, -0.772, -0.699, -0.626, -0.722, -1.165, 1.660, 0.204, 0.207, 0.206, 0.213, 0.221, 0.218, 0.213, 0.213, 0.223, 0.232, 0.402, 0.385]
}

2 | {
  "formula": "C7H12NP",
  "method": "the ωB97M-V functional and the def2-TZVPD basis",
  "total_charge": 0,
  "orbital_gap_ev": [7.1, 7.5],
  "smiles": "C=[PH]=C1[C@H](C)[C@H]1C.C#N",
  "molar_mass_da": 141.15,
  "elements": ["C", "C", "C", "C", "C", "C", "C", "N", "P", "H", "H", "H", "H", "H", "H", "H", "H", "H", "H", "H", "H"],
  "xyz": [[-2.319, 0.034, 1.475], [0.817, -0.533, 0.400], [0.986, -0.757, -1.092], [-0.200, 0.017, -0.534], [1.767, 0.282, 1.159], [0.725, -2.111, -1.805], [-1.571, 2.178, 0.523], [-3.064, 0.425, 2.220], [-0.797, 1.595, -0.907], [0.658, -1.417, 0.940], [1.799, -0.179, -1.468], [1.897, 0.014, 2.158], [1.407, 1.337, 1.257], [2.832, 0.015, 0.761], [0.966, -1.976, -2.840], [-0.317, -2.201, -1.730], [1.178, -2.948, -1.325], [-0.852, 2.177, 1.427], [-1.650, -0.371, 0.693], [-2.389, 2.939, 0.485], [-1.874, 1.481, -1.798]],
  "nbo_charge": [0.075, -0.276, -0.220, -0.493, -0.618, -0.607, -0.790, -0.345, 0.829, 0.222, 0.203, 0.221, 0.214, 0.218, 0.216, 0.213, 0.211, 0.228, 0.248, 0.242, 0.009]
}

Quick one: least stable of them? 2